The following is a DFT calculation (ωB97M-V/def2-TZVPD) of a molecular structure, C15H29Cl5NO2P2S4ScSi.

Values from the calculation:
* LUMO level: 0.08 eV
* molar mass: 695.92 g/mol
* HOMO energy: -8.2 eV
* orbital gap: 0.30583 Ha

CARTESIAN COORDINATES (ANGSTROEM)
Sc 0.577 -1.330 0.248
C -1.403 2.851 0.530
C -0.294 3.897 0.464
S 1.148 3.280 -0.422
C 2.518 3.585 0.725
C 2.367 3.144 2.175
S 2.156 1.362 2.476
C 0.733 1.379 3.579
C -0.611 1.819 2.993
S -1.023 1.256 1.310
H -1.721 2.583 -0.478
H -2.273 3.273 1.038
H 0.005 4.206 1.463
H -0.683 4.786 -0.036
H 2.761 4.650 0.716
H 3.360 3.064 0.268
H 1.533 3.659 2.652
H 3.266 3.462 2.706
H 0.951 2.005 4.448
H 0.668 0.357 3.940
H -0.673 2.906 2.962
H -1.404 1.477 3.660
C -1.408 0.912 -2.702
P -0.425 -0.576 -2.290
C 0.908 -0.498 -3.528
C -1.493 -1.928 -2.915
C -2.625 -2.235 -1.924
P -2.124 -2.085 -0.140
C -2.460 -3.747 0.534
C -3.531 -1.142 0.550
H -1.723 0.882 -3.746
H -0.801 1.803 -2.540
H -2.294 0.972 -2.067
H 0.512 -0.447 -4.544
H 1.537 -1.385 -3.432
H 1.523 0.381 -3.333
H -0.860 -2.804 -3.049
H -1.894 -1.670 -3.899
H -3.018 -3.239 -2.100
H -3.452 -1.537 -2.076
H -3.494 -4.031 0.331
H -2.289 -3.741 1.610
H -1.797 -4.482 0.080
H -4.475 -1.646 0.334
H -3.551 -0.137 0.128
H -3.407 -1.047 1.629
S -0.230 -5.405 -2.168
C 0.245 -4.113 -1.350
N 0.544 -3.141 -0.753
Cl 4.979 -0.785 -2.375
C 4.108 0.203 -1.204
Cl 5.128 0.657 0.178
C 2.879 -0.521 -0.665
O 2.907 -1.697 -0.297
O 1.820 0.181 -0.590
H 3.806 1.121 -1.697
Cl 2.309 -1.939 4.444
Si 1.641 -2.600 2.575
Cl -0.519 -1.641 2.607
Cl 1.067 -4.564 2.969

Atom charges from the natural (NBO) analysis, given in e for atoms 1 to 2:
1 Sc 1.314
2 C -0.530


The following is a DFT calculation (ωB97M-V/def2-TZVPD) of a molecular structure, C27H57Cl2CrNP2Si.

Values from the calculation:
* LUMO level (spin up / spin down): 2.02 / 2.03 eV
* total charge: -1
* molar mass: 608.70 g/mol
* HOMO energy (spin up / spin down): -3.0 / -3.0 eV
* orbital gap (spin up / spin down): 0.18375 / 0.18424 Ha
* 2S+1: 4

CARTESIAN COORDINATES (ANGSTROEM)
Cr 1.223 -0.844 0.131
Cl 1.273 -2.061 -1.770
P 3.117 -0.583 1.514
C 4.168 0.093 0.161
C 2.868 0.707 2.812
C 3.686 -2.226 2.095
C 3.281 0.868 -0.839
H 4.518 -0.831 -0.334
C 5.402 0.892 0.586
H 5.139 1.859 1.033
H 5.996 1.092 -0.319
H 6.036 0.328 1.281
H 2.680 0.187 -1.471
H 3.908 1.469 -1.508
H 2.601 1.575 -0.345
H 3.684 -2.758 1.123
C 2.637 -2.928 2.990
C 5.112 -2.310 2.659
H 5.855 -2.110 1.877
H 5.280 -3.339 3.016
H 5.275 -1.624 3.500
H 1.631 -2.488 2.917
H 2.928 -2.935 4.049
H 2.528 -3.968 2.648
C 2.169 1.933 2.195
H 3.891 0.974 3.143
C 2.046 0.187 3.997
H 2.833 2.527 1.555
H 1.788 2.604 2.982
H 1.287 1.642 1.596
H 1.041 -0.125 3.670
H 1.915 0.989 4.738
H 2.525 -0.658 4.508
Cl -0.706 -0.428 1.270
H 1.385 -2.117 0.932
P -2.968 -2.792 -1.794
C -2.235 -4.420 -1.899
C -4.077 -2.318 -0.467
C -2.240 -1.652 -2.961
C -1.276 -4.759 -0.748
H -1.613 -4.340 -2.810
C -3.320 -5.484 -2.165
H -4.011 -5.608 -1.324
H -2.832 -6.444 -2.373
H -3.911 -5.203 -3.049
H -0.371 -4.148 -0.821
H -0.989 -5.814 -0.817
H -1.711 -4.590 0.242
H -1.283 -2.155 -3.193
C -1.877 -0.247 -2.460
C -3.133 -1.639 -4.213
H -3.029 -2.574 -4.772
H -2.816 -0.815 -4.853
H -4.196 -1.510 -3.964
H -1.433 -0.246 -1.459
H -2.729 0.440 -2.480
H -1.119 0.158 -3.140
C -3.762 -3.008 0.862
H -5.064 -2.675 -0.828
C -4.157 -0.802 -0.270
H -3.695 -4.100 0.755
H -4.591 -2.809 1.560
H -2.829 -2.619 1.294
H -3.215 -0.417 0.153
H -4.978 -0.582 0.431
H -4.382 -0.276 -1.210
C -1.801 2.526 2.566
Si -1.723 3.488 0.959
C -3.369 3.333 0.077
C -1.377 5.297 1.360
N -0.428 2.940 -0.049
C 0.089 3.430 -1.157
C -0.643 3.562 -2.385
C -0.136 4.286 -3.455
C 1.165 4.819 -3.401
C 1.959 4.601 -2.259
C 1.449 3.912 -1.167
H -2.223 3.166 3.355
H -0.807 2.195 2.889
H -2.439 1.636 2.474
H -4.150 3.827 0.671
H -3.346 3.807 -0.911
H -3.658 2.281 -0.059
H -1.421 5.913 0.454
H -2.109 5.687 2.080
H -0.373 5.407 1.788
H -1.646 3.136 -2.414
H -0.747 4.447 -4.335
H 1.562 5.392 -4.236
H 2.985 4.981 -2.215
H 2.029 3.787 -0.249

Atom charges from the Löwdin analysis, given in e for atoms 1 to 2:
1 Cr -0.076
2 Cl 0.022


The following is a DFT calculation (ωB97M-V/def2-TZVPD) of a molecular structure, C38H56GaN3O3P2S.

Values from the calculation:
* LUMO level: 0.53 eV
* molar mass: 766.62 g/mol
* HOMO energy: -7.1 eV
* orbital gap: 0.27890 Ha

CARTESIAN COORDINATES (ANGSTROEM)
Ga 0.570 -0.603 -0.519
C -0.112 -2.185 -4.277
C 0.984 -1.122 -4.176
C 1.329 -0.587 -5.565
P 0.552 0.128 -2.886
C 1.457 1.709 -3.171
C 2.970 1.488 -3.124
C 1.034 2.569 -4.358
C -1.193 0.545 -2.961
C -1.868 0.844 -4.144
C -3.178 1.287 -4.166
C -3.901 1.561 -5.453
C -3.795 1.469 -2.929
C -3.167 1.168 -1.738
C -1.858 0.645 -1.710
N -1.205 0.313 -0.541
C -1.788 0.543 0.719
C -2.998 -0.007 1.137
C -3.432 0.150 2.444
C -2.668 0.838 3.381
C -3.125 0.977 4.808
C -1.460 1.388 2.962
C -1.025 1.271 1.647
P 0.570 1.835 0.977
C 0.092 3.347 0.010
C -0.971 4.261 0.614
C 1.335 4.131 -0.411
C 1.544 2.339 2.473
C 1.192 3.658 3.161
C 3.043 2.275 2.169
H 0.242 -2.999 -4.913
H -1.011 -1.767 -4.732
H -0.378 -2.606 -3.309
H 1.880 -1.595 -3.756
H 0.482 -0.077 -6.025
H 1.590 -1.428 -6.211
H 2.175 0.098 -5.558
H 1.183 2.254 -2.263
H 3.329 0.971 -4.015
H 3.273 0.900 -2.257
H 3.480 2.453 -3.082
H 1.331 2.131 -5.309
H 1.519 3.546 -4.282
H -0.044 2.734 -4.377
H -1.339 0.739 -5.086
H -3.203 1.630 -6.288
H -4.460 2.497 -5.406
H -4.615 0.767 -5.687
H -4.805 1.863 -2.893
H -3.695 1.344 -0.814
H -3.588 -0.589 0.439
H -4.381 -0.282 2.743
H -4.211 0.919 4.881
H -2.810 1.931 5.232
H -2.711 0.186 5.439
H -0.860 1.925 3.687
H -0.352 2.898 -0.887
H -0.591 4.814 1.474
H -1.849 3.698 0.930
H -1.291 4.993 -0.132
H 1.739 4.707 0.423
H 1.082 4.840 -1.203
H 2.134 3.483 -0.779
H 1.317 1.518 3.161
H 1.496 4.509 2.550
H 1.733 3.735 4.108
H 0.129 3.765 3.370
H 3.339 3.067 1.478
H 3.319 1.319 1.722
H 3.617 2.412 3.089
O 0.386 -4.485 -1.597
C 0.720 -3.494 -0.970
O 0.091 -2.361 -1.086
C 1.837 -3.614 0.051
C 1.940 -4.870 0.649
C 2.889 -5.146 1.617
C 3.781 -4.148 1.988
C 3.700 -2.901 1.397
C 2.734 -2.606 0.429
S 2.809 -0.967 -0.245
H 1.251 -5.634 0.315
H 2.943 -6.130 2.065
H 4.542 -4.339 2.734
H 4.395 -2.121 1.682
C -1.054 -4.214 3.055
N -1.009 -3.038 2.206
C -1.830 -3.119 1.010
C -0.114 -2.042 2.384
O 0.279 -1.306 1.464
N 0.423 -1.904 3.642
C 1.705 -1.237 3.784
C -0.417 -1.916 4.822
H -1.129 -5.093 2.413
H -1.914 -4.211 3.730
H -0.140 -4.293 3.639
H -2.874 -3.250 1.303
H -1.522 -3.966 0.392
H -1.726 -2.220 0.418
H 2.078 -0.941 2.807
H 2.431 -1.905 4.253
H 1.603 -0.347 4.414
H -1.441 -2.162 4.555
H -0.421 -0.920 5.277
H -0.065 -2.634 5.568

Atom charges from the Löwdin analysis, given in e for atoms 1 to 2:
1 Ga 0.041
2 C -0.097